ORCA calculation (ωB97M-V/def2-TZVPD) on a structure of composition C4H6DyO2 in a non-equilibrium geometry.

XYZ file:
```
13
Properties=species:S:1:pos:R:3:forces:R:3:lowdin_spin:R:1
O 2.3533 -0.3909 -1.0666 -1.748 -2.188 -2.089 -0.020
C 2.5826 -0.1981 0.1936 0.849 0.776 1.751 0.016
H 1.5030 -1.0055 -1.1787 1.207 1.961 0.445 0.006
H 1.9451 0.6606 0.5499 -0.227 -0.260 0.002 -0.004
C -0.1887 -1.1424 0.0060 1.618 -0.532 0.282 0.070
C -0.7228 -0.1921 0.8117 0.563 0.002 -0.563 0.004
C -1.3936 1.0473 0.2429 -0.603 -0.132 0.993 0.003
O -1.6779 0.9648 -1.1077 -0.012 -1.331 -1.093 0.049
Dy -1.4096 -0.9301 -2.1759 0.137 1.518 1.390 5.879
H -0.6098 -0.1857 1.9098 0.232 0.063 -0.400 0.001
H 0.6756 -1.7671 0.4887 -2.057 0.412 -0.264 -0.005
H -0.7434 1.9220 0.4776 -0.119 -0.403 -0.131 0.000
H -2.3138 1.2172 0.8485 0.159 0.114 -0.322 0.000
```
Forces are in eV/Å.

Output
HOMO level (spin up / spin down)   -0.26390 / -0.26497 hartree
Spin multiplicity   7

---

ORCA calculation (ωB97M-V/def2-TZVPD) on a structure of composition C4H6F12NaO3P2 in a non-equilibrium geometry.

XYZ file:
```
28
Properties=species:S:1:pos:R:3:forces:R:3:lowdin_charge:R:1
Na -16.8603 21.0309 -10.5135 0.229 -0.721 0.506 0.931
P -13.0402 20.3931 -7.6276 -1.152 1.321 -0.009 0.216
F -13.3579 21.9009 -8.3446 1.443 -0.069 0.745 -0.255
F -14.6115 20.3588 -7.2185 -0.369 -0.231 1.510 -0.201
F -13.6518 19.8868 -9.0200 1.218 -1.700 -1.884 -0.201
F -12.7063 18.9214 -7.1006 -1.745 -0.356 1.184 -0.152
F -11.4692 20.2491 -8.0809 -0.489 2.452 -0.665 -0.190
F -12.7761 21.2036 -6.2099 0.817 -1.179 -1.264 -0.186
P -18.7848 16.9366 -9.7705 -0.839 -1.201 -0.054 0.083
F -17.4277 17.3913 -10.5225 -0.132 0.904 -1.101 -0.184
F -19.5798 16.5852 -11.1649 1.118 -0.529 -0.124 -0.194
F -18.1376 15.4902 -9.6256 -0.205 -1.120 -0.689 -0.151
F -20.0941 16.4393 -8.9812 -0.274 -0.016 0.469 -0.167
F -18.0584 17.3084 -8.4023 -0.254 1.137 0.869 -0.154
F -19.4722 18.3900 -9.9428 0.684 1.326 0.455 -0.195
C -9.0353 22.4724 -11.9116 -2.618 -0.068 0.968 -0.021
C -7.8724 21.7533 -11.3694 2.116 -1.994 0.083 -0.309
C -7.8183 20.2051 -11.6826 -0.472 0.622 0.741 -0.089
O -6.8061 20.0794 -12.6440 0.207 0.276 -2.126 0.055
C -6.2543 21.3026 -12.9443 -1.303 -1.259 2.478 -0.582
O -5.4095 21.5436 -13.7078 1.415 -0.052 -1.901 0.188
O -6.7264 22.1730 -12.0640 0.891 1.865 0.063 0.075
H -9.6921 21.7504 -12.3969 -0.112 0.105 -0.293 0.082
H -8.9760 23.3492 -12.5564 0.909 -0.202 0.140 0.098
H -9.5958 22.7728 -11.0263 -0.433 0.296 -0.136 0.092
H -7.6641 21.8201 -10.3016 -0.320 0.748 -0.047 0.155
H -8.8424 19.9879 -11.9860 0.309 -0.828 -0.569 0.120
H -7.4630 19.5106 -10.9214 -0.641 0.472 0.649 0.135
```
Forces are in eV/Å.

Output
Total charge   -1
HOMO level   -0.33239 hartree

---

ORCA calculation (ωB97M-V/def2-TZVPD) on an isolated molecule of C4H6F2 in a non-equilibrium geometry.

XYZ file:
```
12
Properties=species:S:1:pos:R:3:forces:R:3:lowdin_charge:R:1
F 0.7997 1.9665 -1.3070 0.044 -0.549 0.646 -0.066
C 0.6773 1.2333 -0.1035 0.099 -0.079 -0.290 -0.158
C -0.4882 0.2788 -0.1804 -0.175 0.540 -0.336 -0.246
C -0.5468 -0.7598 0.8978 1.224 -0.563 1.219 -0.054
C -0.1953 -1.1363 -0.5326 -0.132 0.126 0.272 -0.282
F 1.1129 -1.4109 -0.8055 0.478 -0.213 0.078 0.000
H 1.6227 0.6697 0.0907 -0.693 0.587 -0.297 0.131
H 0.5041 1.9589 0.6910 0.094 0.073 -0.005 0.119
H -1.4509 0.6876 -0.4862 0.352 0.098 -0.108 0.145
H -1.5448 -1.0665 1.2557 0.819 0.220 -0.013 0.107
H 0.3262 -0.6945 1.6878 -1.939 -0.482 -1.708 0.155
H -0.8171 -1.7268 -1.2076 -0.173 0.242 0.543 0.149
```
Forces are in eV/Å.

Output
HOMO level   -0.39009 hartree
SMILES string   FC[C@@H]1C[C@@H]1F

---

ORCA calculation (ωB97M-V/def2-TZVPD) on a structure of composition C4H6F2IN in a non-equilibrium geometry.

XYZ file:
```
14
Properties=species:S:1:pos:R:3:forces:R:3:lowdin_charge:R:1
C -1.0028 0.2699 -0.4591 -1.958 -4.477 1.187 -0.165
C -2.4518 -0.0167 -0.9197 2.851 -1.875 -0.490 -0.057
C 0.7803 -0.9031 0.7483 1.606 3.896 0.042 -0.102
C 2.1120 0.6423 0.6202 -3.859 -2.381 -0.272 -0.857
N -0.4778 -0.6397 0.2643 -1.054 0.943 -0.577 0.010
F 1.7088 1.3922 -0.4917 1.227 -0.779 1.207 -0.056
F 1.8736 1.3970 1.6986 0.609 0.306 -0.186 -0.021
I 4.0718 -0.2143 0.5764 -0.127 0.528 -0.158 0.817
H -0.5831 1.0953 -0.8491 2.088 2.969 -0.920 0.066
H -2.3345 -0.9782 -1.6055 -0.893 1.820 1.791 0.126
H -2.9532 -0.0734 0.0262 -0.988 -0.764 0.017 0.062
H -2.8006 0.7860 -1.4958 -0.715 1.068 -0.844 0.033
H 0.7800 -1.2124 1.7861 0.241 0.179 0.138 0.096
H 1.2772 -1.5448 0.1009 0.973 -1.434 -0.933 0.046
```
Forces are in eV/Å.

Output
HOMO level   -0.31358 hartree

---

ORCA calculation (ωB97M-V/def2-TZVPD) on an isolated molecule of C4H6F2N2 in a non-equilibrium geometry.

XYZ file:
```
14
Properties=species:S:1:pos:R:3:forces:R:3:lowdin_charge:R:1
C -2.1262 -0.7318 0.0759 -0.613 -0.945 -0.656 -0.125
N -1.8590 0.6200 -0.1824 0.350 0.623 -0.258 -0.123
N -0.6015 1.0220 -0.0185 1.220 -0.156 -0.262 0.035
C 0.3557 0.1579 -0.0957 -0.507 0.984 0.097 -0.105
C 1.6935 0.6926 -0.0040 2.193 0.819 -0.501 -0.254
F 1.7942 2.0564 0.0085 -0.098 -0.852 0.120 0.036
C 2.8663 0.0214 -0.0594 -0.920 -0.337 0.807 -0.049
F 2.7710 -1.3435 -0.0167 0.172 0.334 -0.212 -0.022
H -1.7872 -1.3077 -0.7732 0.490 -0.533 -0.051 0.080
H -3.1912 -0.9006 0.0453 -0.380 0.011 0.583 0.087
H -1.6228 -1.0176 0.9954 -0.171 -0.608 0.259 0.093
H -2.4557 1.2638 0.2654 -0.758 0.772 0.312 0.112
H 0.2542 -0.8959 -0.2898 -0.037 -0.226 0.035 0.106
H 3.9087 0.3632 0.0493 -0.942 0.114 -0.271 0.130
```
Forces are in eV/Å.

Output
HOMO level   -0.30887 hartree
SMILES string   CN/N=C/C(F)=C\F

---

ORCA calculation (ωB97M-V/def2-TZVPD) on an isolated molecule of C4H6F2O in a non-equilibrium geometry.

XYZ file:
```
13
Properties=species:S:1:pos:R:3:forces:R:3:lowdin_charge:R:1
O 2.4673 0.0081 -0.6856 -2.154 -0.879 1.765 0.061
C 1.4996 -0.2775 0.0242 2.064 0.350 0.032 -0.223
C 0.0686 -0.0832 -0.3755 1.443 0.258 -1.674 -0.283
C -0.2197 1.3030 0.1535 -1.803 0.341 0.034 -0.144
F -1.3714 1.8590 -0.4358 -0.041 -0.574 0.427 -0.050
C -0.8224 -1.1994 0.0589 -0.519 1.072 1.482 -0.182
F -2.0374 -1.0275 -0.5636 -0.261 -0.482 -0.307 -0.021
H 1.5883 -0.5867 1.1262 0.529 0.095 -1.060 0.154
H 0.1103 -0.0730 -1.4640 -0.253 0.251 -0.191 0.161
H 0.5002 2.0496 -0.0948 1.157 0.021 -0.012 0.123
H -0.3648 1.2446 1.2422 -0.092 0.232 -0.168 0.136
H -0.4044 -2.1882 -0.1206 -0.141 -0.044 -0.169 0.132
H -1.0142 -1.0288 1.1349 0.069 -0.642 -0.158 0.134
```
Forces are in eV/Å.

Output
HOMO level   -0.38633 hartree
SMILES string   O=CC(CF)CF

---

One value per record, in order, for energy relative to the best compared isomer or geometry (same formula, charge and spin): 3.216; 2.182; 0.896; 1.556; 2.202; 1.106 eV.